Model P:
Formula: C11H11BrIrO2
Source: OMol25
Level of theory: ωB97M-V with the def2-TZVPD basis set

Calculated values
Frontier orbital gap (spin up / spin down) (eV): 5.491 / 7.416
LUMO (spin up / spin down) (eV): 2.7 / 2.7
Multiplicity: 5
Charge: -1
HOMO level (spin up / spin down) (eV): -2.742 / -4.742

Cartesian coordinates (Å):
C: 1.2804 1.5989 0.7721
C: 0.6895 1.0070 1.8968
C: 1.0808 -0.3541 1.9206
H: 0.0195 1.4800 2.5909
C: 1.9281 -0.5866 0.8223
C: 2.0278 0.6035 0.0879
H: 2.5833 0.7348 -0.8240
H: 1.1754 2.6257 0.4709
H: 0.7476 -1.0931 2.6243
H: 2.3646 -1.5292 0.5553
Ir: -0.2020 0.0052 0.0435
Br: -2.0073 -0.6154 1.7473
C: -1.7564 -0.1752 -1.6468
C: -0.5004 0.1428 -2.2193
C: -0.1356 1.4168 -1.7622
H: 0.0838 -0.5025 -2.8491
C: -1.1566 1.8855 -0.8933
C: -2.1668 0.9133 -0.8571
H: -3.0652 0.9614 -0.2731
H: -2.2796 -1.1064 -1.7530
H: 0.7664 1.9431 -2.0168
H: -1.1660 2.8215 -0.3633
O: -0.4049 -4.2529 0.2627
C: -0.0287 -3.0232 0.5208
O: -0.5882 -2.0278 -0.1398
H: 0.7107 -2.8729 1.2828

natural (NBO) atomic charge list, values in e, 6 entries: -0.30, -0.29, -0.30, 0.25, -0.31, -0.32

=====

Model Q:
Formula: C11H11BrIrO2
Source: OMol25
Level of theory: ωB97M-V with the def2-TZVPD basis set

Calculated values
Frontier orbital gap (spin up / spin down) (eV): 4.589 / 5.302
LUMO (spin up / spin down) (eV): 3.0 / 1.0
Multiplicity: 5
Charge: -1
HOMO level (spin up / spin down) (eV): -1.548 / -4.290

Cartesian coordinates (Å):
C: -1.0959 -0.9957 -1.2591
C: -1.5313 -2.0869 -0.4230
C: -2.7017 -1.6195 0.3342
H: -1.1557 -3.1027 -0.4654
C: -2.7906 -0.1559 0.0788
C: -1.8455 0.1558 -0.9438
H: -1.7076 1.1280 -1.3964
H: -0.3290 -1.0301 -2.0231
H: -3.4195 -2.2782 0.8319
H: -3.5446 0.5198 0.4749
Ir: -1.0854 -0.9396 1.2640
Br: 0.9036 -2.2192 1.7645
C: 2.7876 1.3023 0.0230
C: 1.9410 2.1165 -0.8059
C: 1.8030 1.4283 -2.0621
H: 1.4340 3.0541 -0.5201
C: 2.5394 0.2032 -2.0133
C: 3.2347 0.1941 -0.7569
H: 3.9243 -0.6005 -0.4649
H: 2.8916 1.3914 1.1105
H: 1.3812 1.8405 -2.9879
H: 2.4783 -0.6218 -2.7068
O: -0.8534 1.3630 4.1854
C: -1.0610 0.5780 3.2778
O: -0.3077 0.5842 2.1791
H: -1.8898 -0.2091 3.3044

natural (NBO) atomic charge list, values in e, 6 entries: -0.30, -0.35, -0.40, 0.24, -0.36, -0.32

=====

Order from most stable to least stable according to the calculation: model P, model Q

=====

Model P:
Formula: C26H29MnNO5S
Source: OMol25
Level of theory: ωB97M-V with the def2-TZVPD basis set

Calculated values
Frontier orbital gap (spin up / spin down) (eV): 6.316 / 6.306
LUMO (spin up / spin down) (eV): -7.5 / -7.5
Multiplicity: 4
Charge: +2
HOMO level (spin up / spin down) (eV): -13.835 / -13.825

Cartesian coordinates (Å):
Mn: 3.6942 1.6170 0.2791
C: 2.4894 2.9655 2.9601
O: 2.7346 3.0853 1.5270
C: 2.0299 4.2329 0.8990
C: 0.5825 4.0314 0.8140
O: 0.3251 2.9278 -0.0194
C: -1.0213 2.4818 -0.1132
H: 2.8317 3.8638 3.4227
H: 3.0798 2.0679 3.2471
H: 1.4179 2.8870 3.1680
H: 2.3050 4.2045 -0.1171
H: 2.2810 5.1385 1.4051
H: 0.1934 4.9698 0.3866
H: 0.1652 3.9044 1.7744
H: -1.7784 3.2657 -0.3335
H: -1.2813 2.0062 0.8428
H: -0.9889 1.6960 -0.8714
N: 3.3265 -0.3609 0.8869
C: 3.4244 -1.4459 0.4665
C: 3.6113 -2.7834 -0.0874
C: 4.2704 -3.7781 0.6276
C: 4.4177 -5.0579 0.0712
C: 3.7800 -5.3393 -1.1209
C: 3.0980 -4.3489 -1.8478
C: 3.0383 -3.0320 -1.3421
H: 4.7196 -3.6265 1.6070
H: 4.8882 -5.8559 0.6742
H: 3.8207 -6.2958 -1.6330
H: 2.7193 -4.5577 -2.8527
H: 2.4837 -2.2342 -1.9171
C: 7.0552 1.6806 -1.2402
S: 5.3654 1.8958 -1.6229
O: 5.1915 2.0990 -2.9862
O: 4.8165 0.6472 -1.0507
O: 4.7499 2.9940 -0.7601
H: 7.3495 0.8100 -1.7807
H: 7.1582 1.4854 -0.1868
H: 7.7197 2.5157 -1.5400
C: -7.3886 2.2695 -0.8624
C: -7.1684 1.7961 -2.1708
C: -6.2475 0.8005 -2.4335
C: -5.5139 0.2871 -1.3958
C: -5.6780 0.7447 -0.0491
C: -6.5874 1.7735 0.2017
C: -4.5339 -0.7949 -1.7678
C: -3.9895 -1.5866 -0.8824
C: -3.4656 -2.3009 0.1370
C: -3.9555 -3.5191 0.6373
C: -3.3269 -4.1206 1.6958
C: -2.2791 -3.4422 2.3179
C: -1.7402 -2.2214 1.8840
C: -2.3783 -1.6780 0.8028
H: -8.3041 2.8158 -0.6667
H: -7.7377 2.2600 -2.9598
H: -6.1295 0.5125 -3.4084
H: -5.1424 0.1896 0.7098
H: -6.8629 2.0085 1.2089
H: -4.3577 -1.0941 -2.8366
H: -4.8400 -3.9651 0.1984
H: -3.6947 -5.0407 2.0521
H: -1.7622 -3.9317 3.1477
H: -0.9600 -1.7625 2.4205
H: -2.0196 -0.7564 0.3836

natural (NBO) atomic charge list, values in e, 6 entries: 1.41, -0.24, -0.62, -0.08, -0.10, -0.55

=====

Model Q:
Formula: C26H29MnNO5S
Source: OMol25
Level of theory: ωB97M-V with the def2-TZVPD basis set

Calculated values
Frontier orbital gap (spin up / spin down) (eV): 7.650 / 7.654
LUMO (spin up / spin down) (eV): -5.9 / -5.9
Multiplicity: 4
Charge: +2
HOMO level (spin up / spin down) (eV): -13.541 / -13.548

Cartesian coordinates (Å):
Mn: -0.7306 2.7449 0.7729
C: -1.5429 4.1558 -1.8006
O: -1.7883 3.8211 -0.4512
C: -3.1783 3.9241 -0.0269
C: -3.1782 4.0413 1.5226
O: -2.0995 3.2824 2.0168
C: -2.1845 2.8958 3.4391
H: -2.2590 3.6750 -2.4776
H: -0.5598 3.8121 -2.0448
H: -1.6581 5.2490 -1.9315
H: -3.8394 3.2103 -0.4603
H: -3.5947 4.8632 -0.4170
H: -4.1441 3.7197 1.9704
H: -3.0276 5.0844 1.7594
H: -2.9947 2.2270 3.4834
H: -2.4519 3.8237 3.9529
H: -1.2711 2.4205 3.7550
N: 1.7354 -2.2121 -0.0288
C: 2.8577 -2.5298 -0.2648
C: 4.1703 -2.9631 -0.4931
C: 4.4672 -4.3848 -0.3628
C: 5.6979 -4.9094 -0.4299
C: 6.7299 -4.0147 -0.5728
C: 6.4791 -2.6132 -0.7527
C: 5.2425 -2.0761 -0.6935
H: 3.6181 -5.0537 -0.1905
H: 5.8318 -6.0002 -0.3822
H: 7.7745 -4.3794 -0.5172
H: 7.3545 -2.0157 -0.9462
H: 5.0724 -0.9982 -0.7379
C: 2.5847 3.3957 1.5801
S: 1.6473 1.9491 1.1366
O: 2.4733 0.7981 1.0833
O: 0.5127 1.9364 2.1488
O: 0.9558 2.2630 -0.1911
H: 1.9151 4.0631 2.0850
H: 2.9600 3.8074 0.6342
H: 3.3782 3.0142 2.2016
C: -4.1234 0.5973 0.6627
C: -3.3631 0.5198 -0.5329
C: -2.0886 -0.0155 -0.4834
C: -1.6188 -0.5135 0.8090
C: -2.3943 -0.4211 1.9200
C: -3.6493 0.2034 1.9025
C: -0.2286 -1.1442 0.8519
C: 0.3863 -1.8204 -0.1731
C: -0.2000 -2.4723 -1.3302
C: -1.2586 -3.3361 -1.0531
C: -1.7953 -4.1595 -1.9802
C: -1.3564 -4.0735 -3.3164
C: -0.2869 -3.1705 -3.6832
C: 0.2582 -2.3957 -2.6730
H: -5.2098 0.8229 0.5231
H: -3.7658 0.7881 -1.5124
H: -1.4218 0.0237 -1.3069
H: -2.1152 -0.8435 2.8592
H: -4.2778 0.2325 2.7828
H: 0.3771 -0.9834 1.7803
H: -1.6324 -3.5693 -0.0483
H: -2.5998 -4.7932 -1.6901
H: -1.7607 -4.7044 -4.0734
H: 0.0939 -3.1693 -4.6923
H: 1.0754 -1.6293 -2.9114

natural (NBO) atomic charge list, values in e, 6 entries: 1.35, -0.25, -0.58, -0.10, -0.09, -0.59

=====

Order from most stable to least stable according to the calculation: model Q, model P